Record 1
Here is C4H6N2O2 as an isolated structure from OMol25. Energies are from ωB97M-V/def2-TZVPD.

```
! RIJCOSX wB97M-V def2-TZVPD def2/J DEFGRID3
* xyz 0 1
C 0.170 -0.136 0.617
C 0.131 0.207 -0.854
N 1.371 -0.532 1.171
C -1.060 -0.382 1.141
C -0.002 -0.468 -1.981
O -2.254 0.077 0.731
N 0.176 1.517 -0.415
O 1.225 2.185 -0.301
H -2.153 0.602 -0.080
H 2.175 -0.195 0.655
H 1.449 -0.399 2.168
H -1.152 -0.968 2.048
H -0.170 -1.534 -1.966
H 0.093 0.026 -2.934
*
```

As for the HOMO-LUMO gap: 7.983 eV. The value obtained for the total energy is -11315.394 eV. The value obtained for the relative energy (zero: lowest compared OMol25 entry of this formula, charge and spin) is 5.648 eV.

---

Record 2
Here is one molecule with the formula C4H6N2O2 from OMol25. Energies are from ωB97M-V/def2-TZVPD.

```
! RIJCOSX wB97M-V def2-TZVPD def2/J DEFGRID3
* xyz 0 1
C -1.906 -1.319 0.290
N -1.981 -0.005 0.226
N -0.805 0.597 0.434
C -0.331 1.537 -0.292
C 0.307 0.214 -0.511
C 1.612 -0.087 0.230
O 1.696 0.400 1.442
O 2.571 -0.760 -0.507
H -3.032 -1.787 0.129
H -1.068 -1.935 0.839
H -0.708 2.167 -1.182
H 0.148 2.448 0.277
H 0.122 -0.342 -1.445
H 3.376 -1.128 0.070
*
```

As for the HOMO-LUMO gap: 9.574 eV. The value obtained for the total energy is -11315.533 eV. The value obtained for the relative energy (zero: lowest compared OMol25 entry of this formula, charge and spin) is 5.509 eV.

---

Record 3
Here is one molecule with the formula C4H6N2O2 from OMol25. Energies are from ωB97M-V/def2-TZVPD.

```
! RIJCOSX wB97M-V def2-TZVPD def2/J DEFGRID3
* xyz 0 1
N 2.161 -0.262 -0.430
C 1.162 0.212 0.510
C 0.649 1.588 -0.002
C -0.688 1.445 -0.184
N -1.081 0.190 0.086
O -2.396 -0.272 -0.068
C -0.032 -0.759 0.284
O 0.104 -1.902 -0.077
H 3.028 0.314 -0.418
H 2.533 -1.272 -0.215
H 1.150 0.206 1.641
H 1.066 2.537 -0.170
H -1.369 2.288 -0.301
H -2.174 -1.094 -0.626
*
```

As for the HOMO-LUMO gap: 9.249 eV. The value obtained for the total energy is -11317.034 eV. The value obtained for the relative energy (zero: lowest compared OMol25 entry of this formula, charge and spin) is 4.007 eV.

---

Record 4
Here is one molecule with the formula C4H6N2O2 from OMol25. Energies are from ωB97M-V/def2-TZVPD.

```
! RIJCOSX wB97M-V def2-TZVPD def2/J DEFGRID3
* xyz 0 1
H -2.163 2.225 -0.587
N -1.205 2.090 -0.278
C -0.904 0.921 0.049
C -1.747 -0.324 0.007
O 0.354 0.771 0.695
C 1.187 -0.156 0.190
C 2.366 -0.467 0.761
N 0.863 -0.513 -1.131
O 1.428 -1.451 -1.663
H -2.770 -0.077 -0.251
H -1.346 -1.022 -0.720
H -1.753 -0.817 0.976
H 3.014 -1.165 0.265
H 2.676 -0.016 1.687
*
```

As for the HOMO-LUMO gap (spin up / spin down): 8.376 / 8.378 eV. The value obtained for the total energy is -11316.662 eV. The value obtained for the relative energy (zero: lowest compared OMol25 entry of this formula, charge and spin) is 4.380 eV.

---

Record 5
Here is one molecule with the formula C4H6N2O2 from OMol25. Energies are from ωB97M-V/def2-TZVPD.

```
! RIJCOSX wB97M-V def2-TZVPD def2/J DEFGRID3
* xyz 0 1
O 2.239 0.383 -0.257
C 1.140 -0.478 -0.486
C 0.165 -0.461 0.699
C -1.106 -1.100 0.255
N -2.054 -0.484 -0.298
N -1.719 0.805 -0.689
C -0.927 1.479 0.057
O -0.209 0.957 1.060
H 1.917 1.258 -0.393
H 1.458 -1.495 -0.463
H 0.676 -0.337 -1.441
H 0.558 -0.825 1.633
H -1.322 -2.213 0.540
H -0.816 2.509 -0.218
*
```

As for the HOMO-LUMO gap: 10.515 eV. The value obtained for the total energy is -11317.814 eV. The value obtained for the relative energy (zero: lowest compared OMol25 entry of this formula, charge and spin) is 3.228 eV.

---

Record 6
Here is one molecule with the formula C4H6N2O2 from OMol25. Energies are from ωB97M-V/def2-TZVPD.

```
! RIJCOSX wB97M-V def2-TZVPD def2/J DEFGRID3
* xyz 0 1
H 1.557 1.607 1.260
N 2.137 1.356 0.154
C 1.497 0.285 -0.281
N 1.205 0.014 -1.510
C 0.989 -0.655 0.709
C -0.396 -0.836 0.953
C -1.646 -0.225 0.285
O -2.767 -0.549 0.733
O -1.226 0.576 -0.683
H 1.729 0.640 -2.206
H 1.524 -1.082 -1.923
H 1.830 -1.197 1.134
H -0.543 -1.492 1.896
H -0.221 0.300 -1.065
*
```

As for the HOMO-LUMO gap: 9.750 eV. The value obtained for the total energy is -11316.633 eV. The value obtained for the relative energy (zero: lowest compared OMol25 entry of this formula, charge and spin) is 4.409 eV.

---

Record 7
Here is a 2-piece molecular cluster, C4H6N2O2 overall from OMol25. Energies are from ωB97M-V/def2-TZVPD.

```
! RIJCOSX wB97M-V def2-TZVPD def2/J DEFGRID3
* xyz 0 1
C 1.559 0.224 0.116
C 0.576 -0.690 0.292
C -0.957 -0.468 0.359
C 1.001 -2.003 0.188
N 1.076 -3.142 -0.046
H 2.511 -0.247 -0.062
H 1.497 1.221 0.454
H -1.303 -1.008 -0.482
H -1.553 -1.008 1.099
H -1.171 0.548 0.358
O -1.621 0.927 -3.351
N -0.739 1.135 -2.552
O 0.482 1.135 -3.123
H 0.373 0.970 -4.156
*
```

As for the HOMO-LUMO gap: 9.735 eV. The value obtained for the total energy is -11315.943 eV. The value obtained for the relative energy (zero: lowest compared OMol25 entry of this formula, charge and spin) is 5.099 eV.

---

Record 8
Here is a 2-piece molecular cluster, C4H6N2O3 overall from OMol25. Energies are from ωB97M-V/def2-TZVPD.

```
! RIJCOSX wB97M-V def2-TZVPD def2/J DEFGRID3
* xyz 0 1
O 1.479 2.735 0.056
C 1.286 1.540 -0.026
C 0.041 0.698 -0.228
C 0.274 -0.641 -0.320
N 1.553 -1.176 -0.356
C 2.628 -0.504 0.117
O 3.638 -1.256 0.475
N 2.434 0.810 0.151
H -1.028 1.114 0.105
H -0.510 -1.271 -0.468
H 1.693 -2.290 -0.009
H 3.352 1.371 0.068
O -5.410 -0.048 0.277
H -5.437 -0.428 -0.545
H -5.991 -0.653 0.703
*
```

As for the HOMO-LUMO gap: 10.015 eV. The value obtained for the total energy is -13366.978 eV. The value obtained for the relative energy (zero: lowest compared OMol25 entry of this formula, charge and spin) is 2.001 eV.

---

Record 9
Here is a 2-piece molecular cluster, C4H6N2O3 overall from OMol25. Energies are from ωB97M-V/def2-TZVPD.

```
! RIJCOSX wB97M-V def2-TZVPD def2/J DEFGRID3
* xyz 0 1
O -0.707 1.864 -0.170
C -0.542 0.708 0.055
C -0.790 0.090 1.365
C -0.347 -1.152 1.531
N 0.194 -1.915 0.510
C 0.352 -1.457 -0.809
O 0.853 -2.063 -1.719
N -0.056 -0.131 -0.943
H -1.114 0.714 2.203
H -0.378 -1.720 2.471
H 0.395 -2.866 0.652
H 0.222 0.297 -1.826
O 0.570 3.063 0.256
H 1.468 3.190 0.408
H 0.680 2.674 -0.657
*
```

As for the HOMO-LUMO gap: 9.521 eV. The value obtained for the total energy is -13366.450 eV. The value obtained for the relative energy (zero: lowest compared OMol25 entry of this formula, charge and spin) is 2.528 eV.

---

Record 10
Here is a 2-piece molecular cluster, C4H6N2O3S overall from OMol25. Energies are from ωB97M-V/def2-TZVPD.

```
! RIJCOSX wB97M-V def2-TZVPD def2/J DEFGRID3
* xyz 0 1
C 1.982 0.111 -1.764
C 0.545 1.139 -0.242
C -1.886 -1.493 1.370
C -2.260 -0.116 0.732
N 3.016 0.801 -1.213
N 1.354 1.754 0.493
O 2.236 -0.634 -2.696
O 0.728 0.451 -1.397
O -1.556 0.180 -0.374
S 2.901 1.980 0.117
H -0.901 -1.415 1.823
H -2.687 -1.616 2.118
H -1.671 -2.305 0.622
H -2.413 0.751 1.545
H -3.302 -0.091 0.439
H 3.915 0.505 -1.571
*
```

As for the HOMO-LUMO gap: 6.784 eV. The value obtained for the total energy is -24196.856 eV. The value obtained for the relative energy (zero: lowest compared OMol25 entry of this formula, charge and spin) is 5.121 eV.

---

Record 11
Here is one molecule with the formula C4H6N2OS from OMol25. Energies are from ωB97M-V/def2-TZVPD.

```
! RIJCOSX wB97M-V def2-TZVPD def2/J DEFGRID3
* xyz 0 1
C -1.085 -1.967 1.731
C -1.029 -0.846 0.715
N -1.626 0.418 0.912
C -0.945 1.274 0.133
N 0.269 0.694 -0.283
S 1.231 1.485 -1.358
C 0.127 -0.656 -0.106
O 1.073 -1.497 -0.349
H -0.157 -1.780 2.560
H -1.125 -3.208 1.260
H -1.954 -1.998 2.414
H -1.253 2.284 0.181
H 2.243 0.507 -1.492
H 1.053 -2.199 0.368
*
```

As for the HOMO-LUMO gap: 8.425 eV. The value obtained for the total energy is -20105.200 eV. The value obtained for the relative energy (zero: lowest compared OMol25 entry of this formula, charge and spin) is 4.142 eV.

---

Record 12
Here is one molecule with the formula C4H6N2OS from OMol25. Energies are from ωB97M-V/def2-TZVPD.

```
! RIJCOSX wB97M-V def2-TZVPD def2/J DEFGRID3
* xyz 0 1
H 0.110 -2.086 1.764
N -0.687 -2.101 1.153
C -0.662 -1.063 0.390
O -1.649 -0.939 -0.542
N -1.382 0.215 -1.304
C -0.190 0.799 -0.794
C 0.404 1.845 -1.596
C 0.207 0.093 0.303
S 1.757 0.301 1.134
H -2.203 0.769 -1.250
H -0.232 2.743 -1.669
H 0.641 1.525 -2.616
H 1.360 2.127 -1.144
H 1.324 0.770 2.331
*
```

As for the HOMO-LUMO gap: 9.162 eV. The value obtained for the total energy is -20106.135 eV. The value obtained for the relative energy (zero: lowest compared OMol25 entry of this formula, charge and spin) is 3.206 eV.

---

Record 13
Here is one molecule with the formula C4H6N2OS from OMol25. Energies are from ωB97M-V/def2-TZVPD.

```
! RIJCOSX wB97M-V def2-TZVPD def2/J DEFGRID3
* xyz 0 1
O -0.248 1.974 0.289
C 0.666 1.454 -0.485
C 0.983 -0.028 -0.113
S 2.564 -0.640 0.203
N -0.123 -0.769 -0.233
N -1.453 -0.218 -0.551
C -2.508 -1.085 -0.090
C -2.323 0.152 0.651
H 1.346 1.963 -1.264
H -0.285 -1.763 0.091
H -3.256 -1.016 -0.845
H -2.131 -2.053 0.285
H -1.649 0.261 1.440
H -2.932 1.008 0.435
*
```

As for the HOMO-LUMO gap: 8.146 eV. The value obtained for the total energy is -20103.927 eV. The value obtained for the relative energy (zero: lowest compared OMol25 entry of this formula, charge and spin) is 5.415 eV.

---

Record 14
Here is one molecule with the formula C4H6N2OS from OMol25. Energies are from ωB97M-V/def2-TZVPD.

```
! RIJCOSX wB97M-V def2-TZVPD def2/J DEFGRID3
* xyz 0 1
C -1.037 0.253 2.258
C -0.678 0.209 0.811
N 0.459 -0.434 0.475
N 0.501 -0.142 -0.781
C 1.596 -0.757 -1.506
C -0.589 0.453 -1.273
S -0.943 1.178 -2.694
O -1.358 0.624 -0.152
H -1.968 -0.407 2.668
H -1.534 1.338 2.174
H -0.027 0.114 3.041
H 2.456 -0.025 -1.252
H 1.748 -1.730 -1.126
H 1.374 -0.675 -2.643
*
```

As for the HOMO-LUMO gap: 8.704 eV. The value obtained for the total energy is -20105.561 eV. The value obtained for the relative energy (zero: lowest compared OMol25 entry of this formula, charge and spin) is 3.781 eV.

---

Record 15
Here is one molecule with the formula C4H6N2OS from OMol25. Energies are from ωB97M-V/def2-TZVPD.

```
! RIJCOSX wB97M-V def2-TZVPD def2/J DEFGRID3
* xyz 0 1
H 2.801 0.364 -0.743
N 1.895 0.652 -0.292
C 0.693 0.080 -0.505
N 0.495 -0.801 -1.614
C -0.594 -0.046 0.282
C -1.700 -0.178 -0.355
C -0.571 0.083 1.796
O -1.233 -0.615 2.610
S 0.302 1.561 2.566
H -0.132 -1.543 -1.552
H 1.069 -0.794 -2.596
H -1.644 -0.401 -1.417
H -2.647 -0.243 0.043
H 1.265 1.882 1.777
*
```

As for the HOMO-LUMO gap: 9.327 eV. The value obtained for the total energy is -20105.474 eV. The value obtained for the relative energy (zero: lowest compared OMol25 entry of this formula, charge and spin) is 3.868 eV.

---

Record 16
Here is one molecule with the formula C4H6N2OS from OMol25. Energies are from ωB97M-V/def2-TZVPD.

```
! RIJCOSX wB97M-V def2-TZVPD def2/J DEFGRID3
* xyz 0 1
C 2.897 -1.051 -0.537
N 1.989 -0.190 -0.249
N 1.204 -0.359 0.918
C -0.081 0.256 0.691
C 0.212 1.685 0.234
O -0.478 2.314 -0.523
C -0.931 -0.422 -0.358
S -2.427 -0.942 -0.107
H 3.520 -0.832 -1.385
H 3.058 -2.020 0.018
H 1.119 -1.312 1.305
H -0.689 0.293 1.628
H 1.117 2.095 0.774
H -0.417 -0.620 -1.309
*
```

As for the HOMO-LUMO gap: 8.456 eV. The value obtained for the total energy is -20105.415 eV. The value obtained for the relative energy (zero: lowest compared OMol25 entry of this formula, charge and spin) is 3.926 eV.

---

Record 17
Here is one molecule with the formula C4H6N2OS from OMol25. Energies are from ωB97M-V/def2-TZVPD.

```
! RIJCOSX wB97M-V def2-TZVPD def2/J DEFGRID3
* xyz 0 1
N 2.352 -1.082 -0.186
C 2.403 0.194 -0.032
C 1.331 1.017 0.137
C -0.008 0.608 0.116
C -1.237 1.441 0.136
O -1.201 2.670 -0.241
N -0.103 -0.770 0.017
S -1.684 -1.609 -0.090
H 1.418 -1.420 0.402
H 3.322 -1.545 -0.126
H 3.425 0.668 0.175
H 1.296 2.096 0.471
H -2.327 0.981 0.714
H -1.274 -2.992 0.778
*
```

As for the HOMO-LUMO gap: 7.405 eV. The value obtained for the total energy is -20103.348 eV. The value obtained for the relative energy (zero: lowest compared OMol25 entry of this formula, charge and spin) is 5.994 eV.

---

Record 18
Here is C4H6N2OS as an isolated structure from OMol25. Energies are from ωB97M-V/def2-TZVPD.

```
! RIJCOSX wB97M-V def2-TZVPD def2/J DEFGRID3
* xyz 0 1
C -0.766 -0.058 0.000
C 0.713 0.315 -0.224
C 1.002 1.612 -0.483
C 1.675 -0.733 0.214
H -1.416 1.799 0.710
H -2.510 0.461 0.623
H -1.557 -2.921 -0.260
H 2.062 1.802 -0.725
H 0.089 2.661 -0.299
H 1.296 -1.595 0.677
N -1.666 0.918 0.107
N -1.423 -1.204 0.077
O -0.744 -2.384 -0.448
S 3.245 -0.672 0.031
*
```

As for the HOMO-LUMO gap: 7.741 eV. The value obtained for the total energy is -20103.090 eV. The value obtained for the relative energy (zero: lowest compared OMol25 entry of this formula, charge and spin) is 6.251 eV.

---

Record 19
Here is one molecule with the formula C4H6N2OS2 from OMol25. Energies are from ωB97M-V/def2-TZVPD.

```
! RIJCOSX wB97M-V def2-TZVPD def2/J DEFGRID3
* xyz 0 1
C 0.194 -1.390 0.015
C 1.711 0.311 0.274
C 1.353 -0.808 -0.719
C -0.736 0.699 0.305
N 0.613 1.085 0.551
N -0.902 -0.598 0.135
O 2.761 0.540 0.784
S -2.588 -1.291 0.575
S -1.820 1.928 -0.335
H 0.208 -2.507 0.138
H 2.009 -1.589 -1.040
H 1.140 -0.360 -1.630
H -3.281 -0.918 -0.596
H 0.932 1.969 0.890
H -1.596 2.930 0.655
*
```

As for the HOMO-LUMO gap (spin up / spin down): 6.983 / 6.987 eV. The value obtained for the total energy is -30940.235 eV. The value obtained for the relative energy (zero: lowest compared OMol25 entry of this formula, charge and spin) is 2.689 eV.

---

Record 20
Here is one molecule with the formula C4H6N2S from OMol25. Energies are from ωB97M-V/def2-TZVPD.

```
! RIJCOSX wB97M-V def2-TZVPD def2/J DEFGRID3
* xyz 0 1
C 0.700 -0.457 2.352
C -0.107 -0.044 1.133
S -1.651 0.542 1.215
N 0.539 -0.209 -0.050
C -0.061 0.129 -1.304
C 0.875 -0.160 -2.404
N 1.632 -0.370 -3.253
H 1.702 -0.796 2.116
H 0.164 -1.262 2.877
H 0.795 0.443 2.934
H 1.461 -0.547 -0.084
H -0.354 1.169 -1.341
H -0.983 -0.434 -1.485
*
```

As for the HOMO-LUMO gap: 9.413 eV. The value obtained for the total energy is -18060.288 eV. The value obtained for the relative energy (zero: lowest compared OMol25 entry of this formula, charge and spin) is 0.685 eV.